(1)
{
  "formula": "C5H8BrClO3S",
  "method": "ωB97M-V/def2-TZVPD",
  "homo_lumo_gap_ha": 0.3143,
  "e_above_lowest_kcal_mol": 27.5,
  "e_homo_ha": -0.339,
  "fmax_ev_per_a": 4.52,
  "species": ["C", "C", "C", "C", "C", "O", "O", "O", "S", "Cl", "Br", "H", "H", "H", "H", "H", "H", "H", "H"],
  "positions_angstrom": [[1.63672, -1.42490, -1.00323], [1.64368, -1.45483, -2.50541], [-1.02603, 1.32329, 1.66065], [0.17258, 0.36830, 1.55136], [2.59976, -0.58758, -0.26553], [0.99349, -2.14268, -0.31759], [0.14198, 1.04366, -1.05534], [1.67376, 2.22294, 0.53632], [1.00767, 1.07439, 0.09067], [2.97884, -0.88729, 1.39560], [3.94644, 0.42778, -1.22951], [0.63839, -1.29310, -2.73232], [2.06206, -2.35240, -2.91161], [2.40567, -0.77799, -2.97862], [-1.09628, 1.84735, 0.71229], [-1.80773, 0.66311, 1.93313], [-0.78434, 2.09114, 2.36836], [-0.19739, -0.55780, 1.27011], [0.90214, 0.44187, 2.31391]],
  "atomic_forces_ev_per_a": [[2.9, -0.6, -0.8], [2.3, 1.3, 0.1], [1.7, 0.2, 0.0], [0.0, 2.5, -1.7], [-0.8, 4.1, 0.3], [-2.3, -1.5, 0.9], [0.0, 0.3, -0.1], [1.2, 2.2, 0.3], [0.7, -4.5, -0.4], [0.4, -0.6, -0.5], [-0.2, -0.6, 0.5], [-1.5, 0.3, -1.2], [-0.5, -1.3, 0.3], [-1.5, 0.2, 0.6], [-1.1, -0.2, 0.0], [-1.4, 0.2, 0.2], [-0.3, 0.2, 0.7], [0.0, -2.1, -0.2], [0.3, -0.4, 0.9]],
  "mulliken_charge": [0.734, -1.198, -1.094, -0.522, 0.016, -0.522, -0.582, -0.540, 0.978, -0.101, -0.071, 0.269, 0.414, 0.313, 0.305, 0.381, 0.323, 0.354, 0.542]
}


(2)
{
  "formula": "C3H12NO2",
  "method": "ωB97M-V/def2-TZVPD",
  "homo_lumo_gap_ha": 0.4190,
  "charge": 1,
  "e_above_lowest_kcal_mol": 39.0,
  "e_homo_ha": -0.534,
  "fmax_ev_per_a": 1.61,
  "species": ["C", "C", "C", "N", "H", "H", "H", "H", "H", "H", "H", "H", "H", "H", "O", "H", "H", "O"],
  "positions_angstrom": [[3.19008, -2.25007, -0.76448], [1.77112, -1.67578, -0.79769], [1.06969, -1.43304, 0.30088], [-0.07746, -0.40096, 0.14047], [3.65930, -1.86567, -1.66864], [3.62874, -1.91964, 0.17832], [3.20855, -3.33819, -0.66128], [1.52384, -1.09034, -1.69278], [1.12861, -1.97006, 1.23036], [-0.95256, -0.43007, 0.67023], [0.14839, 0.60502, 0.19092], [-0.27442, -0.57818, -0.85160], [-1.74415, 2.11034, 0.34212], [-1.21188, 2.99194, 1.24731], [-0.83472, 2.34888, 0.62027], [-4.53327, 2.36699, 0.68446], [-3.75895, 2.59030, -0.56959], [-3.70520, 2.09993, 0.25751]],
  "atomic_forces_ev_per_a": [[-1.4, -0.3, 0.5], [0.9, 1.2, 0.6], [-1.2, 0.5, -0.3], [0.5, -0.6, -1.2], [0.5, -0.4, 0.4], [0.4, 0.3, -0.4], [0.0, 0.0, -0.6], [-0.1, -0.4, 0.1], [0.1, 0.4, 0.4], [0.2, -0.8, 0.2], [0.6, 0.0, 0.4], [-0.7, 0.4, 0.3], [0.3, -0.5, -0.5], [1.2, 0.2, 0.3], [-1.6, 0.1, 0.2], [0.3, -0.3, 0.2], [0.1, 0.0, -0.2], [-0.3, 0.3, -0.1]],
  "mulliken_charge": [-1.027, -0.093, -0.138, -0.388, 0.320, 0.331, 0.311, 0.182, 0.354, 0.368, 0.396, 0.371, 0.365, 0.339, -0.670, 0.325, 0.341, -0.689]
}


(3)
{
  "formula": "C26H37GeIrN8SSe",
  "method": "ωB97M-V/def2-TZVPD",
  "homo_lumo_gap_ha": [0.2756, 0.2363],
  "charge": 2,
  "e_above_lowest_kcal_mol": 1.4,
  "e_homo_ha": [-0.444, -0.498],
  "fmax_ev_per_a": 0.18,
  "multiplicity": 5,
  "species": ["Ir", "C", "C", "C", "C", "C", "N", "C", "C", "C", "C", "C", "C", "C", "N", "C", "C", "C", "N", "C", "C", "N", "C", "C", "C", "N", "H", "H", "H", "H", "H", "H", "H", "H", "H", "H", "H", "H", "H", "H", "H", "H", "H", "H", "N", "N", "C", "N", "S", "H", "H", "H", "H", "H", "C", "Ge", "C", "C", "C", "Se", "C", "H", "H", "H", "H", "H", "H", "H", "H", "H", "H", "H", "H", "H", "H"],
  "positions_angstrom": [[-0.27139, -0.75063, -0.18733], [0.89084, 3.16373, 6.00221], [0.97796, 2.39844, 4.72192], [2.22626, 2.05287, 4.17633], [2.30552, 1.31537, 3.03290], [1.14255, 0.89860, 2.31060], [1.23546, 0.20955, 1.17405], [2.50075, -0.16527, 0.66012], [3.36286, 0.75801, 0.07842], [4.55164, 0.34260, -0.49495], [4.91611, -1.00311, -0.51229], [6.20749, -1.44079, -1.14262], [4.04100, -1.92388, 0.05188], [2.84809, -1.51546, 0.62885], [1.99456, -2.49526, 1.22173], [2.35811, -3.48087, 2.06818], [1.23219, -4.21018, 2.36975], [0.20828, -3.58825, 1.64994], [0.67086, -2.55687, 0.95323], [-0.12587, 1.23606, 2.89138], [-0.17145, 1.95326, 4.06922], [-1.36619, 0.84121, 2.32680], [-2.56539, 1.42194, 2.57186], [-3.54601, 0.61364, 2.05900], [-2.85159, -0.46484, 1.50583], [-1.53539, -0.32412, 1.64816], [1.58468, 4.00450, 5.99641], [1.17166, 2.52286, 6.84162], [-0.11361, 3.53931, 6.18462], [3.13239, 2.35740, 4.68416], [3.27228, 1.02925, 2.64553], [3.09148, 1.80700, 0.08741], [5.21251, 1.07847, -0.93624], [7.04669, -0.87468, -0.73853], [6.18913, -1.26921, -2.21983], [6.39759, -2.49849, -0.97140], [4.28261, -2.97992, 0.03689], [3.37908, -3.57852, 2.39719], [1.15998, -5.06136, 3.02275], [-0.84185, -3.83214, 1.62324], [-1.12540, 2.14919, 4.53886], [-2.64129, 2.36796, 3.07859], [-4.60857, 0.77810, 2.08642], [-3.24244, -1.33192, 0.99923], [-1.75648, -2.40475, -1.46158], [-1.06963, -2.87667, -2.58413], [0.06936, -2.32056, -3.01751], [0.60840, -2.83218, -4.11802], [0.84140, -0.99099, -2.26841], [-1.93848, -3.18554, -0.84011], [-2.63404, -1.97847, -1.74765], [-1.48980, -3.62793, -3.11392], [0.19422, -3.59464, -4.63143], [1.46264, -2.43417, -4.47229], [-2.30219, 0.56605, -4.10740], [-3.57824, 1.36638, -2.86321], [-4.43007, -0.07166, -1.83277], [-4.89947, 2.43945, -3.80020], [-2.69343, 2.52781, -1.52876], [-1.01116, 1.95445, -0.72160], [0.17688, 2.35924, -2.19797], [-2.83019, -0.14161, -4.74920], [-1.50953, 0.03861, -3.57529], [-1.84621, 1.31809, -4.75142], [-4.68964, -0.91956, -2.47029], [-5.35106, 0.27850, -1.36625], [-3.75856, -0.39421, -1.03432], [-5.47197, 1.81984, -4.49034], [-4.41575, 3.22987, -4.37362], [-5.59470, 2.89890, -3.09798], [-3.37479, 2.65296, -0.68523], [-2.50484, 3.52478, -1.92948], [0.10513, 3.42125, -2.41813], [-0.08027, 1.76389, -3.06796], [1.18828, 2.11934, -1.87557]],
  "atomic_forces_ev_per_a": [[-0.1, 0.0, 0.0], [0.0, 0.0, 0.0], [0.0, 0.0, 0.0], [0.0, 0.0, 0.0], [0.0, 0.0, 0.0], [0.0, 0.0, 0.0], [0.1, 0.1, 0.0], [0.0, 0.0, 0.0], [0.0, 0.0, 0.0], [0.0, 0.0, 0.0], [0.0, 0.0, 0.0], [0.0, 0.0, 0.0], [0.0, 0.0, 0.0], [0.0, 0.0, 0.0], [0.0, 0.0, 0.0], [0.0, 0.0, 0.0], [0.0, 0.0, 0.0], [0.0, 0.0, 0.0], [0.0, 0.0, 0.0], [0.0, 0.0, 0.1], [0.0, 0.0, 0.0], [0.0, -0.1, 0.0], [0.0, 0.1, 0.0], [0.0, 0.0, 0.0], [0.1, 0.0, 0.0], [-0.1, -0.1, 0.1], [0.0, 0.0, 0.0], [0.0, 0.0, 0.0], [0.0, 0.0, 0.0], [0.0, 0.0, 0.0], [0.0, 0.0, 0.0], [0.0, 0.0, 0.0], [0.0, 0.0, 0.0], [0.0, 0.0, 0.0], [0.0, 0.0, 0.0], [0.0, 0.0, 0.0], [0.0, 0.0, 0.0], [0.0, 0.0, 0.0], [0.0, 0.0, 0.0], [0.0, 0.0, 0.0], [0.0, 0.0, 0.0], [0.0, 0.0, 0.0], [0.0, 0.0, 0.0], [0.0, 0.0, 0.0], [0.0, 0.0, 0.0], [0.0, 0.0, 0.0], [0.0, 0.0, 0.0], [0.0, 0.0, 0.0], [0.0, 0.0, 0.0], [0.0, 0.0, 0.0], [0.0, 0.0, 0.0], [0.0, 0.0, 0.0], [0.0, 0.0, 0.0], [0.0, 0.0, 0.0], [0.0, 0.0, 0.0], [0.0, 0.0, 0.0], [0.0, 0.0, 0.0], [0.0, 0.0, 0.0], [0.0, 0.0, 0.0], [0.0, 0.0, 0.0], [0.0, 0.0, 0.0], [0.0, 0.0, 0.0], [0.0, 0.0, 0.0], [0.0, 0.0, 0.0], [0.0, 0.0, 0.0], [0.0, 0.0, 0.0], [0.0, 0.0, 0.0], [0.0, 0.0, 0.0], [0.0, 0.0, 0.0], [0.0, 0.0, 0.0], [0.0, 0.0, 0.0], [0.0, 0.0, 0.0], [0.0, 0.0, 0.0], [0.0, 0.0, 0.0], [0.0, 0.0, 0.0]],
  "mulliken_charge": [2.119, -1.601, 0.224, -1.159, -1.021, 1.349, 0.404, -1.157, 0.052, -0.906, 0.578, -1.526, -0.274, -0.032, 0.505, -0.133, -1.258, -0.279, -0.354, 0.570, -0.688, 0.436, -0.215, -1.180, -0.540, -0.505, 0.405, 0.344, 0.375, 0.452, 0.452, 0.677, 0.479, 0.384, 0.328, 0.379, 0.482, 0.502, 0.438, 0.426, 0.525, 0.475, 0.499, 0.653, -0.540, -0.358, 0.809, -0.451, -0.554, 0.255, 0.196, 0.221, 0.202, 0.216, -0.709, 0.620, -0.450, -1.115, -1.147, 0.254, -0.873, 0.383, -0.243, 0.412, 0.426, 0.429, -0.580, 0.368, 0.360, 0.362, 0.474, 0.513, 0.453, 0.219, 0.167]
}


(4)
{
  "formula": "C6H6",
  "method": "ωB97M-V/def2-TZVPD",
  "homo_lumo_gap_ha": 0.3446,
  "e_above_lowest_kcal_mol": 115.8,
  "smiles": "CC#CC1=CC1",
  "e_homo_ha": -0.315,
  "fmax_ev_per_a": 3.74,
  "species": ["C", "C", "C", "C", "C", "C", "H", "H", "H", "H", "H", "H"],
  "positions_angstrom": [[-1.37274, -0.26765, -0.07537], [0.00257, -0.18696, -0.09429], [-2.53013, 0.61709, 0.15433], [-2.54052, -0.83239, -0.09614], [1.19303, -0.29587, 0.13504], [2.59974, -0.12898, 0.05717], [-2.97520, 1.38679, -0.48648], [-2.81287, 0.84946, 1.22191], [-2.90154, -1.84387, -0.03108], [3.13255, -0.84026, -0.63327], [3.25477, -0.07597, 1.08194], [2.72975, 0.81536, -0.53324]],
  "atomic_forces_ev_per_a": [[-0.5, 0.7, -0.6], [1.8, -1.1, 1.0], [-2.2, 1.1, 2.3], [1.3, -1.3, -0.4], [-2.0, 0.2, -0.6], [3.6, 0.7, 0.4], [0.4, -0.5, -0.5], [0.6, 0.3, -0.8], [-0.7, 0.2, -0.2], [-0.7, 0.1, 0.9], [-1.9, -0.1, -2.4], [0.2, -0.4, 0.9]],
  "mulliken_charge": [0.229, 0.290, -0.533, -0.555, 0.190, -1.125, 0.215, 0.121, 0.357, 0.281, 0.256, 0.275]
}


- Number 3 is which compound?
  C26H37GeIrN8SSe